(1)
ORCA calculation (ωB97M-V/def2-TZVPD) on a 2-piece molecular cluster, C3H11O overall.

Cartesian coordinates (Å):
O1 -0.496 -2.106 0.460
H1 -1.098 -2.369 1.176
H2 -0.403 -2.771 -0.240
H3 0.069 -1.321 0.601
C1 -0.730 0.800 -1.143
C2 0.627 1.004 -0.473
C3 0.707 0.530 1.018
H4 -1.541 1.128 -0.480
H5 -0.863 -0.237 -1.444
H6 -0.817 1.516 -1.963
H7 0.901 2.060 -0.503
H8 1.417 0.537 -1.061
H9 1.239 1.261 1.607
H10 -0.300 0.379 1.404
H11 1.287 -0.410 1.041

**Energy above the lowest of the compared OMol25 structures with the same formula, charge and spin**: 6.9 kcal/mol
**Net charge**: +1
**Electronic energy**: -195.805326 Eh
**Orbital gap**: 0.400 Ha

=====

(2)
ORCA calculation (ωB97M-V/def2-TZVPD) on a 2-piece molecular cluster, C3H11O overall.

Cartesian coordinates (Å):
O1 -1.223 -0.888 2.837
H1 -1.280 -0.884 3.823
H2 -2.104 -1.030 2.419
H3 -0.514 -1.545 2.669
C1 0.542 1.501 -0.505
C2 0.891 0.494 -1.685
C3 0.121 -0.771 -1.464
H4 0.533 0.900 0.403
H5 1.435 2.146 -0.456
H6 -0.377 2.060 -0.651
H7 0.872 1.175 -2.566
H8 1.950 0.164 -1.692
H9 0.454 -1.454 -2.267
H10 -0.943 -0.620 -1.289
H11 0.506 -1.275 -0.559

**Energy above the lowest of the compared OMol25 structures with the same formula, charge and spin**: 1.8 kcal/mol
**⟨S²⟩**: 0.752
**Net charge**: +2
**Electronic energy**: -195.282304 Eh
**2S+1**: 2
**Orbital gap (spin up / spin down)**: 0.452 / 0.286 Ha

=====

(3)
ORCA calculation (ωB97M-V/def2-TZVPD) on a 3-piece molecular cluster, C3H11O2S overall.

Cartesian coordinates (Å):
C1 1.873 0.723 0.777
C2 1.560 1.844 -0.441
C3 1.060 1.135 -1.832
S1 -0.030 -0.412 -1.459
H1 1.023 0.245 1.051
H2 2.376 1.214 1.814
H3 2.607 0.087 0.178
H4 0.930 2.573 -0.009
H5 2.406 2.432 -0.612
H6 1.894 0.764 -2.417
H7 0.318 1.759 -2.379
H8 -2.396 -1.520 2.778
H9 -2.876 -2.359 1.701
O1 -3.297 -1.844 2.402
H10 -2.057 -1.519 -0.470
H11 -2.855 -2.762 -0.938
O2 -2.537 -2.359 -0.144

**Energy above the lowest of the compared OMol25 structures with the same formula, charge and spin**: 48.2 kcal/mol
**Net charge**: -1
**Electronic energy**: -669.544106 Eh
**Orbital gap**: 0.237 Ha

=====

(4)
ORCA calculation (ωB97M-V/def2-TZVPD) on a 3-piece molecular cluster, C3H11O3 overall.

Cartesian coordinates (Å):
C1 -1.832 0.578 0.180
O1 -1.525 -0.791 0.263
C2 -0.793 1.386 -0.594
C3 0.351 1.856 0.330
H1 -1.927 0.961 1.209
H2 -2.848 0.673 -0.223
H3 -1.262 2.121 -1.247
H4 -0.318 0.691 -1.290
H5 1.325 1.671 -0.111
H6 0.389 1.116 1.135
H7 0.293 2.858 0.749
H8 1.674 -1.198 0.000
H9 1.846 -2.076 1.326
O2 2.353 -1.399 0.859
H10 -0.598 -0.961 -0.025
H11 0.877 -2.043 -1.305
O3 0.828 -1.105 -1.086

**Energy above the lowest of the compared OMol25 structures with the same formula, charge and spin**: 12.2 kcal/mol
**Net charge**: -1
**Electronic energy**: -346.632939 Eh
**Orbital gap**: 0.312 Ha

=====

(5)
ORCA calculation (ωB97M-V/def2-TZVPD) on a 4-piece molecular cluster, C3H11O3S overall.

Cartesian coordinates (Å):
C1 0.761 -0.341 0.951
O1 1.744 -0.328 -0.086
C2 -0.471 0.521 0.725
C3 -1.593 -0.190 -0.087
S1 -3.191 0.662 -0.085
H1 0.464 -1.386 1.027
H2 1.258 0.164 1.794
H3 -0.184 1.445 0.156
H4 -0.907 0.953 1.634
H5 -1.229 -0.022 -1.106
H6 -1.765 -1.210 0.220
H7 -3.477 -0.291 1.574
H8 1.137 -2.451 -2.222
H9 1.326 -1.366 -0.918
O2 0.788 -2.205 -1.360
H10 1.216 2.544 -0.816
H11 1.995 1.270 -0.567
O3 2.126 2.229 -0.835

**Energy above the lowest of the compared OMol25 structures with the same formula, charge and spin**: 59.0 kcal/mol
**Net charge**: -1
**Electronic energy**: -744.748607 Eh
**Orbital gap**: 0.234 Ha

=====

(6)
ORCA calculation (ωB97M-V/def2-TZVPD) on a 3-piece molecular cluster, C3H11O4 overall.

Cartesian coordinates (Å):
C1 0.387 1.171 0.600
C2 1.518 0.499 -0.066
O1 2.797 1.048 0.228
C3 -0.683 0.182 1.244
O2 -1.938 0.579 1.074
H1 -0.231 1.616 -0.134
H2 0.745 1.905 1.399
H3 1.689 -0.618 0.258
H4 1.736 0.423 -1.204
H5 2.768 1.886 0.490
H6 -0.476 -0.808 0.693
H7 -0.611 -0.021 2.394
H8 -2.018 0.024 -0.396
H9 -2.707 -1.442 -0.220
O3 -2.399 -0.836 -0.887
H10 0.246 -1.421 -1.366
H11 -0.839 -2.242 -1.925
O4 0.016 -1.946 -2.183

**Energy above the lowest of the compared OMol25 structures with the same formula, charge and spin**: 64.3 kcal/mol
**Net charge**: -1
**Electronic energy**: -421.808422 Eh
**Orbital gap**: 0.262 Ha

=====

(7)
ORCA calculation (ωB97M-V/def2-TZVPD) on a 2-piece molecular cluster, C3H11O5P overall.

Cartesian coordinates (Å):
O1 0.144 -2.225 0.148
O2 -1.611 -0.887 -1.285
O3 -0.973 -0.095 0.885
O4 0.620 0.124 -0.978
C1 -0.056 0.577 1.751
C2 2.848 0.166 -0.015
C3 1.962 -0.320 -1.135
P1 -0.364 -0.891 -0.310
H1 -1.463 -1.359 -2.148
H2 0.729 -0.114 2.101
H3 -0.653 0.902 2.620
H4 0.428 1.463 1.305
H5 3.893 -0.088 -0.261
H6 2.617 -0.228 0.989
H7 2.749 1.264 0.006
H8 1.980 -1.416 -1.292
H9 2.400 0.156 -2.034
O5 -5.338 1.093 -0.407
H10 -5.292 1.457 0.506
H11 -4.619 0.422 -0.443

**Energy above the lowest of the compared OMol25 structures with the same formula, charge and spin**: 2.7 kcal/mol
**SMILES**: CCO[P@](=O)(O)OC.O
**Electronic energy**: -838.555219 Eh
**Orbital gap**: 0.412 Ha

=====

(8)
ORCA calculation (ωB97M-V/def2-TZVPD) on C3H12AgBrN6O3 as an isolated structure.

Cartesian coordinates (Å):
Ag1 -16.453 8.373 3.503
Br1 -19.311 8.498 6.914
C1 -24.829 4.597 9.139
O1 -25.282 5.439 9.802
N1 -23.672 4.662 8.509
N2 -25.413 3.414 8.957
H1 -23.234 5.571 8.550
H2 -23.390 3.996 7.804
H3 -26.223 3.252 9.538
H4 -24.984 2.577 8.587
C2 -21.502 9.093 13.767
O2 -22.087 8.615 14.695
N3 -21.893 8.958 12.524
N4 -20.417 9.843 13.912
H5 -21.452 9.403 11.732
H6 -22.640 8.310 12.320
H7 -19.716 9.822 13.185
H8 -20.163 10.071 14.863
C3 -15.547 11.284 10.956
O3 -14.786 12.013 11.503
N5 -15.519 10.020 10.843
N6 -16.530 11.724 10.281
H9 -14.837 9.444 11.315
H10 -16.219 9.796 10.150
H11 -16.854 12.658 10.487
H12 -16.937 11.212 9.512

**Energy above the lowest of the compared OMol25 structures with the same formula, charge and spin**: 114.5 kcal/mol
**Electronic energy**: -3396.683839 Eh
**Orbital gap**: 0.149 Ha